Entry 1:
DFT (ωB97M-V/def2-TZVPD) results for a cluster of 7 separate species, C33H36O17 in total in a non-equilibrium geometry.

```
86
Properties=species:S:1:pos:R:3:mulliken_charge:R:1
C -8.7080 22.2369 -32.1448 -0.50
C -9.9633 22.7288 -32.5001 -0.47
C -10.2525 22.9798 -33.8197 0.43
C -9.2347 22.9189 -34.7818 -0.45
C -7.9970 22.3561 -34.4582 -0.59
C -7.7475 22.0167 -33.1168 0.67
O -6.5400 21.4559 -32.8012 -0.56
O -11.4457 23.4732 -34.2676 -0.55
H -8.4618 22.0876 -31.1013 0.18
H -10.7049 22.9579 -31.7433 0.35
H -9.3473 23.2126 -35.8154 0.43
H -7.2011 22.3346 -35.1884 0.42
H -6.5930 20.9354 -31.9956 0.32
H -12.0487 23.6990 -33.5530 0.30
C -9.2271 29.7458 -30.2565 -0.59
C -9.1504 30.9000 -29.5213 -0.44
C -9.8029 30.9656 -28.3004 0.63
C -10.4356 29.8358 -27.7879 -0.59
C -10.4924 28.6641 -28.5486 -0.11
C -9.8932 28.6089 -29.7985 -0.06
O -10.0414 27.5325 -30.6527 -0.40
O -9.6482 32.0759 -27.5095 -0.55
H -8.7433 29.6317 -31.2228 0.42
H -8.4858 31.6925 -29.8424 0.33
H -10.7701 29.7822 -26.7613 0.38
H -10.9641 27.7809 -28.1339 0.35
H -10.9382 27.2142 -30.4972 0.28
H -9.5230 32.8695 -28.0349 0.34
C -3.8296 31.6324 -28.1545 -0.53
C -4.2914 32.8349 -27.6560 -0.41
C -5.5322 32.9508 -27.0210 0.32
C -6.2415 31.7873 -26.7968 -0.76
C -5.8039 30.5675 -27.3240 -0.29
C -4.5888 30.4817 -27.9567 0.65
O -4.1922 29.2517 -28.4464 -0.34
O -5.8891 34.1474 -26.4662 -0.56
H -2.8132 31.5766 -28.5255 0.38
H -3.7076 33.7476 -27.7181 0.31
H -7.1470 31.8175 -26.2036 0.40
H -6.4386 29.7283 -27.0735 0.41
H -3.4865 29.4154 -29.0854 0.12
H -5.6190 34.8906 -27.0098 0.32
C -12.5128 23.9647 -27.4105 -0.48
C -13.1770 25.0725 -26.8835 -0.65
C -12.4193 26.0791 -26.2846 0.88
C -11.0316 25.9587 -26.2344 -0.47
C -10.3822 24.8927 -26.8089 -0.34
C -11.1309 23.9221 -27.4383 0.07
O -10.4790 22.9079 -28.0800 -0.59
O -13.0569 27.1256 -25.6966 -0.59
H -13.0779 23.1471 -27.8383 0.43
H -14.2490 25.1965 -26.9385 0.43
H -10.4933 26.7468 -25.7168 0.26
H -9.3053 24.9207 -26.9133 0.40
H -9.6710 23.1191 -28.5599 0.36
H -12.5545 27.6947 -25.1150 0.32
C -0.5178 26.5104 -32.3001 -0.28
C -0.8535 27.2882 -33.5500 -0.28
O -2.0197 27.9928 -33.2586 -0.32
C -2.4098 27.7357 -31.9736 0.66
O -3.3272 28.2926 -31.4726 -0.45
O -1.6194 26.8161 -31.4250 -0.35
H 0.3814 26.8937 -31.8227 0.25
H -0.4570 25.4353 -32.4500 0.26
H -0.8988 26.6797 -34.4565 0.30
H 0.0033 27.9460 -33.7470 0.23
C -8.3784 26.7406 -33.3085 -0.01
C -7.1902 25.8380 -32.9620 0.75
O -6.0578 26.7010 -33.0599 -0.31
C -6.4491 27.8864 -33.5670 0.71
O -5.7247 28.7596 -33.9208 -0.54
O -7.7865 28.0268 -33.4561 -0.43
H -9.1468 26.6521 -32.5465 0.03
H -8.8336 26.4765 -34.2667 0.26
H -7.1634 25.0431 -33.7061 -0.05
H -7.2977 25.4609 -31.9475 -0.40
C -5.2518 26.2949 -29.3531 0.07
C -6.4893 27.2156 -29.2883 0.26
O -7.5565 26.2536 -29.2645 0.01
C -7.1279 24.9806 -29.2688 0.37
O -7.7746 23.9871 -29.1834 -0.57
O -5.7949 24.9618 -29.3815 -0.44
H -4.7033 26.2866 -28.4116 0.29
H -4.6028 26.4216 -30.2132 -0.04
H -6.6326 27.8593 -30.1525 0.12
H -6.5985 27.7488 -28.3485 -0.12
```

Results
- multiplicity = 1
- SMILES = Oc1ccc(O)cc1.Oc1ccc(O)cc1.Oc1ccc(O)cc1.Oc1ccc(O)cc1.O=C1OCCO1.O=C1OCCO1.O=C1OCCO1
- gap between HOMO and LUMO (eV) = 8.38
- electronic energy (Ha) = -2558.17415
- LUMO (Eh) = 0.015



Entry 2:
DFT (ωB97M-V/def2-TZVPD) results for a structure of composition C33H37BrIN3O3Rh in a non-equilibrium geometry.

```
79
Properties=species:S:1:pos:R:3:mulliken_charge:R:1
Rh 1.6522 0.0396 1.4054 0.73
C 0.5958 -2.9148 4.5830 -1.26
C 0.1136 -1.5162 4.8080 0.70
N -0.8828 -1.3104 5.6328 -0.59
C -1.3697 -0.0787 5.8394 -1.20
C -0.8676 1.0365 5.2138 0.72
C -1.4872 2.3831 5.4576 -0.99
O -1.8607 2.9612 4.2045 -0.37
C 0.2086 0.8692 4.3220 -0.09
C 0.7971 1.9866 3.6534 -0.04
N 1.5431 1.9091 2.6096 0.29
C 2.0624 3.0450 1.9663 0.34
C 1.4061 4.2782 1.9666 -0.02
C 1.9339 5.3626 1.2887 -1.00
C 3.1317 5.2420 0.5997 -0.57
C 3.7915 4.0227 0.5756 -0.52
C 3.2438 2.9423 1.2391 -0.01
I 4.2268 1.0646 1.1384 0.23
C 0.7384 -0.4268 4.1064 1.02
O 1.7573 -0.6453 3.3362 -1.21
H 0.3747 -3.5162 5.4606 0.44
H 1.6632 -2.9291 4.3691 0.36
H 0.0809 -3.3575 3.7268 0.17
H -2.1904 -0.0098 6.5438 0.39
H -0.7721 3.0373 5.9739 0.39
H -2.3579 2.2583 6.1043 0.44
H -2.3745 3.7563 4.3801 0.27
H 0.6100 2.9668 4.0858 0.74
H 0.4522 4.3618 2.4731 0.48
H 1.4079 6.3074 1.2968 0.42
H 3.5464 6.0844 0.0641 0.42
H 4.7214 3.9134 0.0340 0.43
C -0.7129 -4.6494 -4.6834 -1.59
C -1.5243 -3.9175 -3.6025 1.86
C -2.6576 -3.1243 -4.2736 -1.62
C -2.1579 -4.9568 -2.6738 -2.10
C -0.6111 -2.9602 -2.8475 -0.30
C -0.1937 -3.1987 -1.5457 0.03
C 0.5581 -2.2478 -0.8966 0.10
Br 1.1634 -2.5971 0.8814 -0.11
C 0.9361 -0.9945 -1.4382 0.62
O 1.5001 -0.0753 -0.7107 -0.95
C 0.6364 -0.8262 -2.8262 -0.43
C -0.1304 -1.7983 -3.4503 -0.64
C 1.1335 0.3506 -3.6820 2.24
C 1.9113 1.4346 -2.9283 -2.04
C -0.0671 1.0302 -4.3631 -1.71
C 2.0724 -0.2260 -4.7576 -1.73
H -1.3626 -5.3367 -5.2294 0.45
H 0.0973 -5.2261 -4.2350 0.35
H -0.2809 -3.9479 -5.3983 0.32
H -3.3795 -3.8139 -4.7142 0.46
H -2.2888 -2.4804 -5.0718 0.36
H -3.1798 -2.5040 -3.5429 0.35
H -2.8896 -5.5418 -3.2317 0.43
H -2.6763 -4.4778 -1.8410 0.44
H -1.4174 -5.6543 -2.2793 0.36
H -0.4434 -4.1187 -1.0364 0.45
H -0.3708 -1.6417 -4.4941 0.31
H 1.2828 1.9427 -2.1968 0.23
H 2.2604 2.1762 -3.6507 0.58
H 2.7800 1.0256 -2.4167 0.33
H -0.7991 1.3524 -3.6201 0.30
H -0.5647 0.3658 -5.0685 0.35
H 0.2730 1.9076 -4.9168 0.48
H 2.9232 -0.7283 -4.2945 0.38
H 2.4491 0.5833 -5.3867 0.45
H 1.5593 -0.9443 -5.3968 0.33
C -3.0255 1.6917 1.2711 -0.36
C -2.8349 0.4553 1.8671 -0.96
C -1.5863 -0.1337 1.7950 -0.54
N -0.5673 0.4492 1.1661 1.22
C -0.7507 1.6296 0.5727 -0.15
C -1.9650 2.2869 0.6024 -1.23
H -3.9871 2.1843 1.3215 0.45
H -3.6403 -0.0502 2.3797 0.51
H -1.3987 -1.1058 2.2355 0.56
H 0.0991 2.0464 0.0440 0.48
H -2.0684 3.2410 0.1057 0.56
```

Results
- multiplicity = 1
- energy relative to the best compared isomer or geometry (same formula, charge and spin) (eV) = 0.000
- gap between HOMO and LUMO (eV) = 5.06
- electronic energy (Ha) = -4651.69168
- net charge = +1
- LUMO (Eh) = -0.178



Entry 3:
DFT (ωB97M-V/def2-TZVPD) results for a structure of composition C33H37N13O2PS2Ti in a non-equilibrium geometry.

```
89
Properties=species:S:1:pos:R:3:mulliken_charge:R:1
Ti -0.1295 0.3243 0.2187 0.20
C 0.0241 2.6081 -5.2006 -0.50
C 0.8945 2.9395 -4.1761 -0.85
C 0.5723 2.6614 -2.8471 0.28
C -0.6251 2.0358 -2.5118 -1.98
C -1.4951 1.6995 -3.5627 0.87
C -1.1810 1.9863 -4.8821 -0.87
N -0.9498 1.6544 -1.1859 1.56
C -2.2193 2.0603 -0.7426 -0.11
C -2.8671 3.2558 -1.0644 -0.30
C -4.1243 3.5342 -0.5459 -0.88
C -4.7692 2.6200 0.2828 -0.74
C -4.1485 1.4214 0.5953 -0.54
C -2.8819 1.1575 0.0957 0.30
N -2.1286 -0.0137 0.3124 1.68
N -2.7841 -1.0248 0.8265 -1.50
C -1.9940 -2.1478 0.8334 -0.10
C -2.5219 -3.3435 1.3478 -0.73
C -1.7308 -4.4645 1.3608 -0.38
C -0.4187 -4.3896 0.8666 -0.94
C 0.0190 -3.1835 0.3744 -0.05
N -0.7468 -2.0825 0.3390 0.30
H 0.2712 2.8380 -6.2299 0.43
H 1.8335 3.4333 -4.4010 0.48
H 1.2592 2.9627 -2.0712 0.37
H -2.4327 1.2123 -3.3192 0.53
H -1.8793 1.7196 -5.6675 0.41
H -2.3778 3.9638 -1.7244 0.48
H -4.6109 4.4713 -0.7943 0.42
H -5.7530 2.8427 0.6764 0.42
H -4.6289 0.6807 1.2225 0.47
H -3.5419 -3.3418 1.7134 0.53
H -2.1202 -5.4019 1.7422 0.42
H 0.2378 -5.2486 0.8629 0.48
H 1.0270 -3.0649 -0.0125 0.16
N 0.5644 -0.7677 -2.0276 0.16
N 1.3938 -1.3941 -2.9686 -0.74
C 2.5761 -1.9936 -2.7528 0.73
N 3.0514 -2.6147 -3.8471 -0.44
S 3.4795 -2.0515 -1.3225 -0.55
H -0.1568 -1.4280 -1.7523 0.38
H 0.1300 0.0105 -2.5142 0.02
H 0.9527 -1.5608 -3.8589 0.26
H 2.6023 -2.5636 -4.7458 0.19
H 3.9692 -3.0177 -3.7889 0.24
N -0.0713 -0.4513 4.2676 -0.71
C 1.0869 -1.2957 3.9160 -0.68
P 2.0005 -0.4538 2.6302 0.78
O 2.4352 0.9247 3.0061 -0.97
O 1.2834 -0.6765 1.2963 -0.30
C 3.5885 -1.3519 2.4518 -0.80
N 4.3976 -0.4500 1.5487 -0.06
H 0.2103 0.2849 4.9031 0.27
H -0.7987 -0.9887 4.7186 0.23
H -0.6352 0.5659 3.0066 0.10
H 0.7368 -2.2370 3.4841 0.31
H 1.7532 -1.5186 4.7549 0.51
H 3.4956 -2.3325 1.9880 0.35
H 4.1181 -1.4121 3.3993 0.46
H 5.3995 -0.6113 1.6030 0.42
H 4.1888 0.5218 1.8176 0.35
H 4.0986 -0.5799 0.5761 -0.27
N 4.4741 5.9329 -0.5388 0.03
C 5.6717 6.4592 -0.9887 0.76
C 6.1687 7.7633 -1.0391 -1.06
C 7.4315 7.9115 -1.5694 -0.40
C 8.1774 6.8058 -2.0355 -0.50
C 7.6719 5.5271 -1.9806 -0.80
C 6.3916 5.3569 -1.4454 0.50
N 5.6494 4.1937 -1.2795 -0.58
C 4.5332 4.5840 -0.7448 -0.28
C 3.4389 3.6474 -0.4063 0.97
C 3.5679 2.3203 -0.7722 -0.57
C 2.5509 1.4391 -0.4634 -0.75
N 1.4198 1.7939 0.1460 2.01
C 1.2913 3.0761 0.4755 -0.68
C 2.2739 4.0224 0.2349 -1.05
H 3.7076 6.4523 -0.1504 0.17
H 5.5990 8.6141 -0.6840 0.39
H 7.8645 8.9017 -1.6308 0.40
H 9.1659 6.9735 -2.4450 0.39
H 8.2371 4.6748 -2.3375 0.43
H 4.4559 1.9880 -1.2996 0.59
H 2.6272 0.3982 -0.7587 -0.18
H 0.3634 3.3784 0.9358 -0.12
H 2.0925 5.0403 0.5572 0.38
S -1.9624 3.6839 2.7298 -0.30
C -1.2865 2.3182 2.4732 0.50
N -0.7450 1.2608 2.2219 0.22
```

Results
- multiplicity = 3
- gap between HOMO and LUMO (alpha / beta) (eV) = 5.94 / 6.26
- electronic energy (Ha) = -4129.22571
- net charge = +1
- LUMO (alpha / beta) (Eh) = -0.095 / -0.103



Entry 4:
DFT (ωB97M-V/def2-TZVPD) results for a structure of composition C33H37N2O6S2SeSiTc.

```
83
Properties=species:S:1:pos:R:3:mulliken_charge:R:1
Tc -0.0334 -0.6309 0.5903 -0.08
O 3.3423 1.4368 0.4203 -0.69
S 2.0759 0.8122 0.5564 1.90
O 1.1549 0.8036 -0.6133 -0.49
O 2.0931 -0.6073 1.0424 -0.44
C 1.1081 1.6124 1.8381 1.31
C 1.8664 1.9130 2.9600 -1.56
C 1.2759 2.3008 4.1513 -0.75
C -0.1022 2.3367 4.2550 -0.84
C -0.8821 2.0587 3.1460 -1.12
C -0.3117 1.7076 1.9182 0.23
S -1.5736 1.8195 0.6037 1.68
O -0.9361 2.6674 -0.4733 -0.04
O -2.7417 2.4259 1.1349 -0.63
O -1.7901 0.4740 0.0402 -0.83
H 2.9432 1.8330 2.8849 0.56
H 1.8975 2.5611 4.9975 0.48
H -0.5786 2.6163 5.1844 0.46
H -1.9542 2.1732 3.2079 0.59
C -0.3440 6.2454 3.5858 -0.43
C -1.4993 5.9987 2.8532 -0.82
C -1.4181 5.3636 1.6248 -0.06
C -0.1810 4.9520 1.1162 0.43
C 0.9704 5.2078 1.8655 -0.37
C 0.8913 5.8542 3.0922 -0.66
Si 0.0024 4.1397 -0.5339 0.49
C -0.6698 5.0168 -1.9986 0.63
C -2.0045 4.8958 -2.3918 -0.22
C -2.4887 5.6245 -3.4670 -0.62
C -1.6447 6.4832 -4.1579 -0.43
C -0.3162 6.6132 -3.7790 -0.64
C 0.1689 5.8815 -2.7059 -0.53
H -0.4084 6.7540 4.5392 0.43
H -2.4612 6.3140 3.2360 0.42
H -2.3278 5.1907 1.0618 0.36
H 1.9413 4.8982 1.4925 0.37
H 1.7915 6.0570 3.6580 0.45
H 1.3994 3.7068 -0.7007 -0.20
H -2.6748 4.2262 -1.8649 0.36
H -3.5230 5.5225 -3.7673 0.40
H -2.0239 7.0508 -4.9976 0.38
H 0.3412 7.2795 -4.3213 0.40
H 1.2118 5.9864 -2.4259 0.35
C 2.5388 -6.5157 -0.7285 -0.87
C 2.4422 -6.7461 0.7799 -0.53
C 1.5450 -5.7595 1.5296 -0.49
C 2.1635 -4.3984 1.8178 -1.14
N 2.6101 -3.6839 0.6200 0.78
C 1.8158 -3.0810 -0.2717 -0.77
Se -0.0699 -2.9479 -0.1374 -0.17
N 2.5677 -2.5134 -1.2241 1.79
C 2.1162 -1.7850 -2.4133 -1.38
C 2.2622 -2.6271 -3.6757 -0.82
C 1.2788 -3.7919 -3.7563 0.35
C -0.1576 -3.3514 -4.0113 -1.25
C 3.9061 -2.7378 -0.9222 0.88
C 5.0714 -2.3421 -1.5693 -0.91
C 6.2622 -2.7346 -0.9921 -0.88
C 6.2918 -3.4971 0.1846 -0.81
C 5.1331 -3.8856 0.8271 -1.15
C 3.9345 -3.4814 0.2501 0.66
H 2.9398 -7.3977 -1.2274 0.46
H 3.1876 -5.6798 -0.9928 0.07
H 1.5501 -6.3239 -1.1541 0.22
H 3.4412 -6.7474 1.2286 0.25
H 2.0434 -7.7480 0.9478 0.42
H 1.2763 -6.1762 2.5035 0.44
H 0.6042 -5.6302 0.9877 0.29
H 3.0470 -4.5115 2.4447 0.61
H 1.4670 -3.7475 2.3468 0.20
H 2.7098 -0.8717 -2.4630 0.47
H 1.0839 -1.4881 -2.2384 0.39
H 3.2890 -2.9955 -3.7399 0.40
H 2.1174 -1.9630 -4.5320 0.48
H 1.3360 -4.3837 -2.8357 -0.35
H 1.5996 -4.4632 -4.5551 0.44
H -0.5610 -2.7643 -3.1848 0.19
H -0.8138 -4.2112 -4.1451 0.38
H -0.2210 -2.7425 -4.9154 0.34
H 5.0501 -1.7560 -2.4773 0.50
H 7.1955 -2.4495 -1.4577 0.45
H 7.2475 -3.7864 0.5992 0.43
H 5.1671 -4.4729 1.7338 0.41
```

Results
- multiplicity = 2
- gap between HOMO and LUMO (alpha / beta) (eV) = 7.34 / 7.57
- electronic energy (Ha) = -5408.56886
- net charge = +1
- LUMO (alpha / beta) (Eh) = -0.130 / -0.119



Entry 5:
DFT (ωB97M-V/def2-TZVPD) results for a structure of composition C33H37N8O9P2S4Sr in a non-equilibrium geometry.

```
94
Properties=species:S:1:pos:R:3:mulliken_charge:R:1
Sr -0.2577 -0.3626 1.2991 1.82
N 3.8454 -0.7437 2.2329 -0.12
C 2.8851 -1.6024 3.0290 1.16
C 3.6939 -2.4771 3.9793 -2.03
P 1.9883 -2.6193 1.7695 0.93
O 3.1912 -3.5411 1.1829 -0.58
O 0.9289 -3.4284 2.4229 -1.01
O 1.6256 -1.6461 0.6912 -0.64
P 1.9370 -0.3167 4.0100 0.19
O 0.9387 -1.1753 4.8964 -0.63
O 2.9876 0.3473 4.8171 -0.81
O 1.1446 0.4658 2.9963 -0.39
H 4.7007 -1.2611 2.0318 0.45
H 4.0863 0.0826 2.7930 0.36
H 3.4913 -0.4215 1.2996 -0.13
H 4.4819 -3.0169 3.4442 0.47
H 3.0195 -3.2075 4.4272 0.38
H 4.1400 -1.8841 4.7780 0.48
H 3.2073 -4.3908 1.6396 0.35
H 0.0343 -1.2346 4.5236 0.51
S -5.7172 3.5105 -2.7484 -0.25
C -5.9694 4.9488 -1.8640 -0.38
C -5.0938 5.0558 -0.8269 -0.75
C -4.1970 3.9548 -0.7459 -0.43
C -4.4160 3.0339 -1.7317 0.51
C -3.6820 1.7814 -1.9783 0.65
C -2.7780 1.2797 -1.0085 -0.38
N -2.0720 0.1847 -1.1614 0.91
C -2.1809 -0.4895 -2.3266 -0.57
C -3.0658 -0.1003 -3.3418 0.95
C -3.1340 -0.8461 -4.5682 -1.13
C -2.3070 -1.8884 -4.7827 -1.00
C -1.3462 -2.2814 -3.7899 0.98
C -0.3996 -3.2927 -4.0324 -1.06
C 0.5471 -3.5665 -3.0790 1.26
C 0.4773 -2.8504 -1.8600 -0.96
N -0.4164 -1.9335 -1.5882 1.01
C -1.2969 -1.6181 -2.5570 -0.90
C 1.6359 -4.5358 -3.2687 0.40
C 2.7435 -4.7049 -2.4827 -0.37
C 3.6079 -5.7186 -2.9752 -0.67
C 3.1425 -6.2979 -4.1164 -0.39
S 1.6550 -5.6148 -4.6006 -0.24
C -3.8281 1.0600 -3.1379 -0.92
H -6.7449 5.6422 -2.1433 0.43
H -5.0792 5.8884 -0.1397 0.41
H -3.4351 3.8524 0.0132 0.61
H -2.6446 1.8158 -0.0736 -0.25
H -3.8439 -0.5332 -5.3240 0.38
H -2.3352 -2.4326 -5.7190 0.41
H -0.4090 -3.7931 -4.9947 0.38
H 1.2037 -3.0274 -1.0813 -0.42
H 2.9570 -4.1110 -1.6079 0.55
H 4.5390 -5.9935 -2.5025 0.38
H 3.6035 -7.0807 -4.6950 0.44
H -4.5031 1.3821 -3.9237 0.41
C -4.1228 3.9045 3.7838 -0.94
N -3.4600 2.6144 3.7501 0.23
C -3.5992 1.7227 4.7703 0.13
C -3.0001 0.5243 4.7261 -1.32
C -2.2086 0.2085 3.5503 0.57
O -1.5951 -0.8907 3.5012 -0.68
N -2.1165 1.0812 2.5259 0.50
C -2.7098 2.2967 2.6077 -0.34
O -2.6216 3.1531 1.7258 -0.78
H -4.4656 4.0883 4.8007 0.34
H -4.9744 3.9278 3.1009 0.26
H -3.4269 4.6839 3.4814 0.26
H -4.2032 2.0504 5.6070 0.28
H -3.0732 -0.1911 5.5284 0.49
N -1.9249 -2.5217 1.0355 -0.36
H -2.6250 -2.6628 1.7533 0.15
H -1.1224 -3.0792 1.3272 0.24
H -2.2405 -2.9102 0.1556 0.14
C 1.8860 5.1283 0.8107 -0.98
N 1.2647 3.9544 0.2497 0.24
C 0.9417 3.7316 -1.0706 -1.23
C 0.4218 2.4762 -1.1180 -0.83
N 0.4061 1.9282 0.1389 1.49
C 0.9208 2.8407 0.9262 -1.15
H 1.3574 6.0270 0.4922 0.33
H 2.9324 5.1965 0.5091 0.33
H 1.8344 5.0623 1.8958 0.31
H 1.1428 4.4582 -1.8369 0.50
H 0.0966 1.9237 -1.9815 0.56
H 1.0682 2.7379 1.9904 0.36
C 6.2686 -0.3948 -2.8875 -0.76
O 4.8807 -0.3888 -3.1828 -0.26
C 3.9710 -0.0365 -2.2448 0.04
S 4.5662 0.4634 -0.6985 -0.48
S 2.3870 -0.1491 -2.7307 -0.25
H 6.7411 -0.7546 -3.8011 0.24
H 6.4937 -1.0581 -2.0519 0.30
H 6.6217 0.6066 -2.6399 0.32
```

Results
- multiplicity = 1
- energy relative to the best compared isomer or geometry (same formula, charge and spin) (eV) = 0.920
- gap between HOMO and LUMO (eV) = 6.09
- electronic energy (Ha) = -4701.69871
- net charge = -1
- LUMO (Eh) = 0.070